# 1
Computed, not measured: a structure of composition C48H38N3O2W at a distorted geometry, with the ωB97M-V functional and the def2-TZVPD basis.

HOMO energy in eV: -9.2
Relative energy (zero: lowest compared OMol25 entry of this formula, charge and spin) in eV: 0.790

Structure (ORCA input):
```
! wB97M-V def2-TZVPD RIJCOSX def2/J DEFGRID3
* xyz 1 1
W 0.0691 -0.2555 -0.5345
O 1.3287 -0.4970 0.6837
C 1.5774 -1.0858 1.9347
C 0.5409 -2.2399 1.9741
C -0.8715 -1.7311 1.9833
C -1.6984 -1.9499 3.0547
C -3.0606 -1.6713 2.9669
C -3.5531 -1.2586 1.7251
C -2.6947 -1.0138 0.6827
C -3.2306 -0.5155 -0.6327
C -2.4870 -1.0405 -1.8937
O -1.1568 -0.6302 -1.7498
C -2.5014 -2.5506 -2.0801
C -3.4343 -3.4039 -1.5026
C -3.3916 -4.7627 -1.7764
C -2.4303 -5.2816 -2.6272
C -1.4998 -4.4363 -3.2084
C -1.5366 -3.0820 -2.9338
C -3.1519 -0.3248 -3.0725
C -2.7732 0.9890 -3.3274
C -3.4477 1.7345 -4.2780
C -4.4929 1.1666 -4.9882
C -4.8430 -0.1541 -4.7660
C -4.1750 -0.9034 -3.8113
N -1.3175 -1.1439 0.8017
C 1.3239 -0.1019 3.0802
C 1.5787 -0.4918 4.3910
C 1.3702 0.3940 5.4316
C 0.9129 1.6774 5.1828
C 0.6754 2.0753 3.8805
C 0.8892 1.1920 2.8355
C 3.0211 -1.5860 2.0644
C 3.3582 -2.9292 1.9554
C 4.6681 -3.3432 2.1305
C 5.6626 -2.4233 2.4080
C 5.3354 -1.0830 2.5294
C 4.0283 -0.6666 2.3520
H 0.7174 -2.8939 2.8269
H 0.6793 -2.8055 1.0275
H -1.2811 -2.3561 3.9622
H -3.7159 -1.8204 3.8054
H -4.6172 -1.1269 1.5911
H -3.1246 0.5821 -0.6651
H -4.2930 -0.7478 -0.7194
H -4.2032 -3.0226 -0.8484
H -4.1187 -5.4205 -1.3238
H -2.4108 -6.3389 -2.8438
H -0.7522 -4.8288 -3.8819
H -0.8250 -2.4167 -3.4101
H -1.9598 1.4276 -2.7534
H -3.1693 2.7624 -4.4560
H -5.0286 1.7515 -5.7201
H -5.6466 -0.5999 -5.3318
H -4.4629 -1.9293 -3.6331
H 1.9643 -1.4783 4.6002
H 1.5783 0.0830 6.4416
H 0.7392 2.3579 6.0014
H 0.3405 3.0799 3.6707
H 0.7260 1.5263 1.8158
H 2.6069 -3.6772 1.7557
H 4.9027 -4.3932 2.0458
H 6.6836 -2.7501 2.5310
H 6.0987 -0.3578 2.7699
H 3.7863 0.3812 2.4665
C -0.4013 1.7753 -0.3364
C -0.5295 2.9064 0.1097
C -0.7543 4.1738 0.6988
C -2.0200 4.4449 1.2306
C -2.2523 5.6413 1.8761
C -1.2380 6.5785 1.9936
C 0.0147 6.3226 1.4595
C 0.2619 5.1275 0.8122
H -2.8050 3.7085 1.1324
H -3.2277 5.8513 2.2881
H -1.4235 7.5132 2.4983
H 0.7967 7.0634 1.5449
H 1.2387 4.9278 0.3957
N 2.4162 0.3206 -4.1513
C 1.3248 -0.0902 -3.4462
N 1.5100 0.0345 -2.1175
C 2.7976 0.5558 -1.9779
C 3.5061 0.9149 -0.8368
C 4.7980 1.3856 -1.0063
C 5.3604 1.5384 -2.2718
C 4.6531 1.2282 -3.4209
C 3.3681 0.7281 -3.2557
H 2.5109 0.3252 -5.1527
H 0.4021 -0.3903 -3.9120
H 3.0604 0.8284 0.1451
H 5.3776 1.6438 -0.1346
H 6.3677 1.9167 -2.3540
H 5.0799 1.3664 -4.4013
*
```

Let us look at the Löwdin charges, expressed in e, one per atom:
1. W 1.56
2. O -0.30
3. C -0.40
4. C -0.05
5. C -0.21
6. C 0.00
7. C 0.00
8. C -0.01
9. C -0.21
10. C -0.04
11. C -0.41
12. O -0.32
13. C -0.17
14. C -0.03
15. C -0.06
16. C -0.07
17. C -0.06
18. C -0.02
19. C -0.15
20. C -0.03
21. C -0.06
22. C -0.08
23. C -0.06
24. C -0.01
25. N 0.03
26. C -0.17
27. C -0.03
28. C -0.06
29. C -0.07
30. C -0.05
31. C -0.02
32. C -0.15
33. C -0.03
34. C -0.07
35. C -0.07
36. C -0.06
37. C -0.03
38. H 0.13
39. H 0.14
40. H 0.13
41. H 0.12
42. H 0.12
43. H 0.14
44. H 0.14
45. H 0.11
46. H 0.11
47. H 0.11
48. H 0.11
49. H 0.11
50. H 0.10
51. H 0.11
52. H 0.11
53. H 0.11
54. H 0.12
55. H 0.13
56. H 0.11
57. H 0.11
58. H 0.11
59. H 0.07
60. H 0.11
61. H 0.11
62. H 0.11
63. H 0.11
64. H 0.12
65. C -0.14
66. C -0.12
67. C -0.27
68. C -0.04
69. C -0.08
70. C -0.08
71. C -0.08
72. C -0.03
73. H 0.11
74. H 0.11
75. H 0.10
76. H 0.11
77. H 0.11
78. N 0.14
79. C -0.09
80. N -0.04
81. C -0.20
82. C 0.00
83. C -0.06
84. C -0.07
85. C 0.00
86. C -0.19
87. H 0.17
88. H 0.13
89. H 0.09
90. H 0.11
91. H 0.11
92. H 0.11



# 2
Computed, not measured: a structure of composition C48H38N6P2Re at a distorted geometry, with the ωB97M-V functional and the def2-TZVPD basis.

HOMO energy (spin up / spin down) in eV: -12.1 / -12.0
Expectation value of S²: 0.798

Structure (ORCA input):
```
! wB97M-V def2-TZVPD RIJCOSX def2/J DEFGRID3
* xyz 2 2
Re -0.4944 -0.4398 -0.2008
C -1.5259 -2.7000 3.7544
C -0.5554 -2.1317 4.6580
C 0.1607 -1.0188 4.4726
C 0.0319 -0.2396 3.1900
N -2.2589 -0.7526 2.4368
C -2.2499 -2.0986 2.7907
N 0.8325 1.0349 3.1605
C 0.4934 1.8583 1.9809
N -0.2686 1.3951 0.9549
C -0.7100 2.5192 0.2559
N -1.7896 2.6036 -0.4749
C -2.7087 1.6437 -0.6160
C -4.0279 2.0778 -0.8783
C -5.0642 1.1844 -0.8841
C -4.7838 -0.1707 -0.6744
C -3.4753 -0.5482 -0.5013
N -2.4461 0.3138 -0.4630
C -0.0101 3.6734 0.7458
C -0.0249 4.9994 0.3466
C 0.6817 5.9114 1.1069
C 1.3973 5.5059 2.2398
C 1.4520 4.1880 2.6321
C 0.7341 3.2455 1.8827
H -1.7085 -3.7554 3.9008
H -0.3885 -2.6970 5.5628
H 0.8625 -0.6678 5.2087
H -2.9587 -2.6810 2.2185
H -4.1695 3.1338 -1.0302
H -6.0771 1.5171 -1.0303
H -5.5640 -0.9131 -0.6573
H -3.2267 -1.5970 -0.3895
H -0.5698 5.2881 -0.5369
H 0.6859 6.9529 0.8314
H 1.9291 6.2446 2.8194
H 2.0521 3.9009 3.4816
C 0.2487 -3.3779 0.9089
P 1.2966 -1.8376 0.8025
C 1.1283 -0.7990 2.2721
C -1.4166 0.1411 3.0661
C -1.7525 1.2818 3.7138
C -0.7746 1.9812 4.5198
C 0.5428 1.8105 4.3454
C 1.9267 0.2450 2.6012
C 2.9205 -2.5260 1.2767
C 4.0749 -2.5205 0.5145
C 5.2315 -3.0761 1.0449
C 5.2325 -3.6301 2.3134
C 4.0651 -3.6575 3.0624
C 2.9116 -3.1065 2.5478
C -0.4528 -3.4678 -0.4047
C -0.7425 -4.5225 -1.2452
C -1.3217 -3.9721 -2.4130
C -1.3574 -2.6038 -2.2389
C -1.6588 -1.4430 -3.1299
P -0.3732 -0.2149 -2.6061
C 1.0536 -0.6760 -3.6201
C 0.9174 -0.3634 -4.9732
C 1.9381 -0.6551 -5.8551
C 3.0956 -1.2620 -5.3920
C 3.2208 -1.5931 -4.0517
C 2.2001 -1.3053 -3.1588
C -0.7853 1.4326 -3.1963
C -1.9447 1.7286 -3.9019
C -2.1416 3.0180 -4.3644
C -1.2039 4.0050 -4.1032
C -0.0568 3.7126 -3.3791
C 0.1566 2.4258 -2.9287
N -0.8410 -2.3003 -1.0035
H -0.4562 -3.2736 1.7411
H 0.8748 -4.2545 1.0746
H -3.1806 -0.3912 2.2110
H -2.7717 1.6303 3.7438
H -1.1348 2.6089 5.3182
H 1.3436 2.2374 4.9193
H 2.9331 0.5756 2.4394
H 4.0795 -2.0900 -0.4761
H 6.1352 -3.0764 0.4584
H 6.1396 -4.0458 2.7220
H 4.0488 -4.1077 4.0431
H 1.9990 -3.1209 3.1311
H -0.5437 -5.5586 -1.0586
H -1.6519 -4.5248 -3.2704
H -2.6521 -1.0250 -2.9438
H -1.5594 -1.6957 -4.1871
H 0.0139 0.1127 -5.3284
H 1.8348 -0.4023 -6.8991
H 3.8984 -1.4775 -6.0802
H 4.1239 -2.0731 -3.7073
H 2.2811 -1.5662 -2.1096
H -2.6787 0.9620 -4.1057
H -3.0262 3.2514 -4.9374
H -1.3672 5.0073 -4.4679
H 0.6715 4.4836 -3.1771
H 1.0460 2.1666 -2.3675
*
```

Let us look at the Löwdin charges, expressed in e, one per atom:
1. Re 1.05
2. C -0.07
3. C -0.04
4. C 0.00
5. C -0.27
6. N 0.08
7. C -0.10
8. N -0.06
9. C -0.14
10. N 0.03
11. C -0.26
12. N 0.22
13. C -0.33
14. C 0.03
15. C -0.02
16. C -0.02
17. C -0.16
18. N -0.06
19. C -0.08
20. C 0.02
21. C -0.02
22. C -0.03
23. C 0.01
24. C -0.09
25. H 0.12
26. H 0.13
27. H 0.13
28. H 0.13
29. H 0.13
30. H 0.12
31. H 0.12
32. H 0.11
33. H 0.12
34. H 0.12
35. H 0.12
36. H 0.11
37. C -0.23
38. P 1.00
39. C -0.25
40. C -0.20
41. C 0.02
42. C 0.00
43. C -0.02
44. C 0.05
45. C -0.36
46. C -0.07
47. C -0.06
48. C -0.05
49. C -0.05
50. C -0.11
51. C -0.39
52. C -0.03
53. C -0.02
54. C -0.39
55. C -0.21
56. P 1.00
57. C -0.34
58. C -0.08
59. C -0.05
60. C -0.05
61. C -0.06
62. C -0.08
63. C -0.39
64. C -0.09
65. C -0.06
66. C -0.05
67. C -0.07
68. C -0.11
69. N -0.21
70. H 0.05
71. H 0.10
72. H 0.15
73. H 0.13
74. H 0.14
75. H 0.14
76. H 0.15
77. H 0.10
78. H 0.11
79. H 0.12
80. H 0.12
81. H 0.10
82. H 0.11
83. H 0.11
84. H 0.07
85. H 0.11
86. H 0.11
87. H 0.12
88. H 0.12
89. H 0.11
90. H 0.06
91. H 0.11
92. H 0.11
93. H 0.11
94. H 0.11
95. H 0.11